1.
This record from OMol25 describes 7 unconnected molecules or ions with the total composition C28H57N7O10S in a non-equilibrium geometry. The level of theory is ωB97M-V with the def2-TZVPD basis set.

Geometry as ORCA input:
```
! wB97M-V def2-TZVPD RIJCOSX def2/J DEFGRID3
* xyz 0 1
S -1.75607 -0.89865 0.54273
O -0.30112 -0.73847 0.07742
O -3.79919 0.77549 -1.55580
O 3.53549 1.24474 1.92006
O -2.72849 1.06148 3.29708
O 3.39333 3.05022 -4.21356
O -2.42112 -1.80391 -0.49292
O 7.03801 -1.75314 -3.69860
O -7.89617 0.19246 0.14695
O 1.58101 6.23682 -0.73039
O 0.21363 -4.23122 4.51061
N -4.52066 -0.03385 2.04328
N 3.16706 0.95014 4.16760
N 3.59028 1.09366 -5.40003
N 7.83112 -0.42327 -2.00356
N 2.21411 4.04350 -0.47423
N -8.79313 -1.81159 -0.52758
N 0.38546 -6.19254 3.32843
C -7.85005 -2.59349 0.24878
C 1.83381 5.13833 -1.19570
C -1.83556 3.28950 1.27876
C -8.71156 -0.45047 -0.49361
C 2.62826 0.11365 5.22049
C 7.88455 -1.48014 -2.86598
C 2.49777 2.76950 -1.10275
C -9.79370 -2.50161 -1.31576
C 4.24115 -0.19435 -5.53916
C 3.10339 0.58959 2.85258
C -2.62797 0.77872 0.68454
C -0.63528 -5.80724 2.37329
C -1.74969 2.04757 0.23876
C -4.61262 3.15147 -2.16647
C -1.61777 -1.74978 2.21863
C 0.71267 -5.32834 4.33379
C -1.72624 4.26368 2.16912
C 2.57900 1.47689 -6.36541
C -4.72841 1.54978 -2.35921
C 2.33841 4.15692 0.96524
C -4.94570 -0.21643 0.59504
C 3.90022 1.95566 -4.38898
C -4.03723 0.92684 -0.14360
C 8.88009 -0.16342 -1.03920
C 6.68858 0.46671 -2.05465
C 3.79284 2.20905 4.52250
C -3.21587 0.68591 2.18825
C 1.02675 -7.48341 3.18586
H 3.43405 -0.15478 5.90884
H 8.79317 -2.09206 -2.74362
H -6.83482 -2.35900 -0.08001
H -6.04484 0.13953 0.64294
H -4.47386 1.90567 0.26641
H -1.21321 -1.02188 3.02810
H -1.57114 -5.61901 2.90600
H 3.07806 4.92801 1.19838
H -0.32665 -4.88678 1.87124
H -1.31262 5.13544 2.79818
H 4.82953 2.20375 4.17570
H -8.03966 -3.66010 0.12118
H 5.77890 -0.10862 -1.86310
H 0.26732 -8.26695 3.25123
H -0.78596 -6.59524 1.63420
H 3.26165 3.02535 4.02630
H 2.64831 3.20570 1.40142
H 2.44137 0.69057 -7.10895
H -9.47386 0.04314 -1.11776
H 1.37294 4.45751 1.38185
H -5.30371 3.64640 -2.95865
H 2.88850 2.40105 -6.86038
H -2.58937 -2.26211 2.53825
H 9.67309 -0.90977 -1.11329
H 6.78489 1.25940 -1.31141
H 2.60876 -0.38264 2.69491
H 1.77018 -7.63948 3.96959
H 8.45339 -0.19263 -0.03322
H -3.54621 3.56049 -2.24181
H 3.76812 2.35838 5.60289
H -5.30796 0.51448 2.42007
H 6.62273 0.90514 -3.05380
H 2.18965 -0.79784 4.81027
H -10.41073 -3.11202 -0.65135
H -2.07224 2.50217 -0.78079
H 1.85727 0.67152 5.75830
H 1.51880 -7.53023 2.21087
H -10.43206 -1.79222 -1.84538
H -4.86436 -1.27942 0.14966
H 4.67911 1.56599 -3.71445
H -7.94704 -2.32644 1.30437
H 9.30128 0.82706 -1.23011
H 1.49789 -5.71987 5.00096
H 1.81774 2.01485 -0.69776
H 1.63599 1.65814 -5.84311
H -9.29180 -3.14447 -2.04341
H -0.62022 1.80738 0.10423
H -4.44191 1.34593 -3.46803
H -0.78047 -2.54683 2.09697
H 3.48525 -0.98210 -5.48547
H 4.74490 -0.23507 -6.50848
H 3.53106 2.48799 -0.88321
H 2.36462 2.82824 -2.18480
H -5.82324 1.16800 -2.26475
H 1.77132 4.94107 -2.27841
H 4.97655 -0.34990 -4.74729
H -5.04639 3.44707 -1.13415
*
```

## Properties
LUMO level in Ha: 0.0176
SMILES: C#CC[C@@]1(S(C)(=O)=O)C(=O)NC[C@@H]1OCC.CN(C)C=O.CN(C)C=O.CN(C)C=O.CN(C)C=O.CN(C)C=O.CN(C)C=O

2.
This record from OMol25 describes a molecular structure, C17H27FMnNO2P2 in a non-equilibrium geometry. The level of theory is ωB97M-V with the def2-TZVPD basis set.

Geometry as ORCA input:
```
! wB97M-V def2-TZVPD RIJCOSX def2/J DEFGRID3
* xyz 1 6
Mn -0.05429 0.09631 0.29174
P 0.23774 1.92717 -1.09369
P -1.06923 -1.53966 1.64482
F 5.34487 0.11743 3.06931
O 0.57052 -2.88754 -3.01286
O 3.43188 -0.48213 -3.27055
N -2.05099 0.29242 -0.37934
C 2.04431 1.24575 2.02940
C -4.23013 -0.63072 -0.61696
C 3.30236 1.24575 2.64085
C -2.45940 1.43781 -0.97499
C 0.60737 1.39806 -2.80196
C -1.46875 2.55480 -1.19539
C 2.47000 -0.98515 1.13726
C 3.72820 -1.00208 1.74587
C -4.65585 0.51984 -1.27620
C -1.85484 -0.94115 3.18522
C 1.64225 0.14018 1.27074
C -2.91718 -0.73558 -0.20385
C -3.74945 1.56105 -1.44950
C -0.27952 -3.11097 2.06458
C 1.28133 3.33433 -0.64039
C -2.44048 -1.96813 0.53055
C 4.10767 0.12087 2.47788
H -2.10524 -2.75534 -0.18333
H -2.54529 -1.70415 3.57644
H 2.13756 -1.85223 0.55959
H 0.36857 -3.65385 -3.60839
H 1.62292 0.98636 -2.90047
H -5.67432 0.59974 -1.64986
H -1.62501 3.38305 -0.47983
H 0.59366 -2.93833 2.70701
H 1.19137 4.12952 -1.39283
H 0.47395 2.24935 -3.48590
H 4.24287 -0.37333 -3.80853
H 4.38790 -1.86322 1.64958
H -4.01990 2.48897 -1.94428
H 1.54056 -2.77663 -3.14652
H -1.00115 -3.76127 2.57883
H -3.24637 -2.40040 1.14594
H -0.06076 0.58091 -3.11665
H -2.40992 -0.00311 3.03770
H -1.58720 2.99348 -2.19857
H 0.99529 3.73011 0.34382
H 1.38562 2.10897 2.15324
H -4.89325 -1.46844 -0.41641
H 0.08870 -3.60747 1.15721
H 2.33119 3.02305 -0.54970
H -1.08692 -0.72055 3.94356
H 3.64324 2.09837 3.22629
H 3.71353 -0.20219 -2.37050
*
```

## Properties
LUMO level (spin up / spin down) in Ha: -0.1231 / -0.1277
⟨S²⟩: 8.8820

3.
This record from OMol25 describes a molecular structure, C3H10N2O2 in a non-equilibrium geometry. The level of theory is ωB97M-V with the def2-TZVPD basis set.

Geometry as ORCA input:
```
! wB97M-V def2-TZVPD RIJCOSX def2/J DEFGRID3
* xyz 0 1
O -1.16386 0.14105 1.36713
O 0.12513 -0.49654 -1.80376
N 0.02956 -0.50651 0.27727
N -1.03389 -0.54046 -0.56619
C -0.93559 1.51554 1.55202
C 0.29976 -1.83524 0.80716
C 1.19214 0.37253 -2.05270
H 2.03192 -0.21071 -2.44735
H 0.10830 1.79307 1.35019
H 0.52295 -1.72250 1.86651
H -1.12469 1.75260 2.60295
H 1.50923 0.95268 -1.17629
H 1.15086 -2.23193 0.25751
H -1.57507 2.13030 0.90882
H 0.90215 1.05435 -2.85829
H -1.48904 0.34584 -0.79935
H -0.54988 -2.51408 0.71438
*
```

## Properties
LUMO level in Ha: 0.0136

4.
This record from OMol25 describes a molecular structure, C13H13N3O5Pt in a non-equilibrium geometry. The level of theory is ωB97M-V with the def2-TZVPD basis set.

Geometry as ORCA input:
```
! wB97M-V def2-TZVPD RIJCOSX def2/J DEFGRID3
* xyz 2 5
Pt -0.61927 0.68397 0.37869
O 1.20410 3.52103 -2.12087
O -0.10688 1.83980 -1.33505
O 0.17958 -0.10195 2.30758
O 3.72748 4.60128 2.26647
O 1.81581 0.25439 3.85236
N -4.90698 1.25761 0.83249
N -2.58543 0.63425 0.40470
N 1.03125 1.86219 0.92320
C 1.41174 2.86030 0.11345
C 0.81181 2.79710 -1.26480
C -3.70506 0.94595 0.60578
C 2.87440 3.73548 1.76950
C 2.51410 2.65779 2.61512
C 1.11311 0.49562 2.83360
C -5.66396 2.75332 2.59088
C 1.59538 1.77589 2.13517
C -6.51248 0.36102 2.48610
C -6.83492 1.80988 2.87329
C 2.32728 3.80868 0.48213
C -5.29064 2.67746 1.11875
C -5.97798 0.23685 1.06141
H -4.79663 2.47385 3.19620
H 2.96918 2.54739 3.58896
H -5.91879 3.78662 2.82520
H -5.57732 -0.75313 0.86088
H -6.76510 0.44785 0.33792
H -7.72506 2.15758 2.34229
H -7.41094 -0.25344 2.53801
H -4.48189 3.34543 0.83374
H -6.16051 2.89343 0.49772
H 3.99006 5.29673 1.64207
H -7.08258 1.84287 3.93226
H 2.60444 4.58245 -0.22418
H -5.78234 -0.06414 3.17830
*
```

## Properties
LUMO level (spin up / spin down) in Ha: -0.2772 / -0.4031
⟨S²⟩: 6.0229

no.,DFT total energy (hartree)
1,-2634.7090
2,-2802.5242
3,-380.0150
4,-1162.1648